(1)
Below is 2 unconnected molecules or ions with the total composition C4H8O2 at a distorted geometry, with properties calculated with wB97M-V/def2-TZVPD.

```
14
C4H8O2 wB97M-V/def2-TZVPD
O -0.88106 -0.27806 0.97911
O -2.97124 -0.83632 -0.80311
C -2.25678 0.12562 -0.67489
C 0.04536 -0.61407 0.23134
C 1.64670 0.07329 0.91014
C 0.67998 0.29759 -0.66854
H 0.38149 -1.65318 0.09469
H 0.34630 1.33974 -0.69815
H 2.60114 -0.18738 0.48864
H 1.53243 1.08135 1.28532
H -2.54483 1.05181 -0.14310
H 1.22902 -0.02362 -1.56241
H 1.48409 -0.59095 1.79260
H -1.29260 0.21416 -1.23165
```

The value obtained for the strongest force on any atom is 1.9 eV/Å. As for the HOMO energy: -8.94 eV.

(2)
Below is a single C4H8O2 molecule, with properties calculated with wB97M-V/def2-TZVPD.

```
14
C4H8O2 wB97M-V/def2-TZVPD
O 1.33934 0.57205 -1.50483
O 0.31904 -1.28852 0.41232
C 1.00262 0.89628 -0.17597
C -0.19047 0.08729 0.31618
C -1.39931 0.07086 -0.59832
C 0.39036 -1.95427 1.52281
H 1.53909 -0.37429 -1.51784
H 1.83030 0.70180 0.51867
H -0.46104 0.39116 1.33611
H -1.11967 -0.30228 -1.58610
H 0.78511 1.96855 -0.14329
H -1.80885 1.07979 -0.71549
H -0.04723 -1.27499 2.31631
H -2.17930 -0.57344 -0.18054
```

The value obtained for the strongest force on any atom is 0.5 eV/Å. As for the HOMO energy: -8.68 eV.

(3)
Below is a single C4H8O2 molecule at a distorted geometry, with properties calculated with wB97M-V/def2-TZVPD.

```
14
C4H8O2 wB97M-V/def2-TZVPD
O -0.64429 -0.19051 1.50962
O -0.88354 1.36900 -0.32355
C -1.52008 -0.74315 0.49843
C 1.78870 0.38222 -0.34442
C -0.71880 -0.02412 -0.54826
C 0.54040 -0.30939 0.23319
H 2.37885 -0.44201 -0.78662
H -2.57783 -0.46365 0.55800
H 0.80426 -1.27458 0.61584
H 1.52782 1.06355 -1.16456
H -1.42418 -1.83668 0.44117
H -0.93016 1.36446 0.66065
H 2.45800 0.89791 0.34252
H -0.79438 -0.20995 -1.61934
```

The value obtained for the strongest force on any atom is 1.3 eV/Å. As for the HOMO energy: -10.02 eV. The SMILES is C[C@H]1OC[C@H]1O.

(4)
Below is a single C4H8O2 molecule, with properties calculated with wB97M-V/def2-TZVPD.

```
14
C4H8O2 wB97M-V/def2-TZVPD
O 0.77396 -0.10295 -0.50307
O -2.04235 1.42318 0.63254
C -1.31146 -0.84237 0.36219
C 1.87121 0.72137 -0.19535
C -1.85699 0.49085 -0.11331
C 0.17754 -0.67235 0.64244
H 0.29690 -0.00259 1.50561
H -1.47915 -1.61488 -0.39457
H 2.23780 1.14150 -1.13454
H 0.64803 -1.63621 0.88912
H 1.56648 1.54302 0.46882
H -1.82363 -1.12639 1.28797
H 2.68595 0.16204 0.28736
H -2.05615 0.58202 -1.20116
```

The value obtained for the strongest force on any atom is 0.5 eV/Å. As for the HOMO energy: -9.78 eV. The SMILES is COCCC=O.

(5)
Below is a single C4H8O2 molecule, with properties calculated with wB97M-V/def2-TZVPD.

```
14
C4H8O2 wB97M-V/def2-TZVPD
O 1.36996 0.90272 1.06866
O -0.47401 -0.92033 1.51797
C 0.71632 -0.03044 -1.00414
C -1.02522 -0.24455 0.46512
C -0.66830 -0.67905 -0.95074
C 0.52348 1.10690 -0.00056
H -1.36161 -0.20337 -1.65491
H -0.70396 -1.76246 -1.11405
H 0.44329 -0.59131 1.64198
H 1.04205 0.32556 -1.98787
H -2.07788 -0.02039 0.67794
H 1.36098 1.69152 1.62751
H 1.47960 -0.72063 -0.62234
H -0.62471 1.14584 0.33543
```

The value obtained for the strongest force on any atom is 0.3 eV/Å. As for the HOMO energy: -7.67 eV.

(6)
Below is a molecular structure, C4H8O2, with properties calculated with wB97M-V/def2-TZVPD.

```
14
C4H8O2 wB97M-V/def2-TZVPD
O 0.43678 -2.14307 -0.56177
O -1.87041 0.31891 -0.74747
C 0.45767 -0.26883 -0.65066
C -0.73502 0.20791 0.08924
C 1.31078 -1.20695 0.11133
C -0.29997 1.57878 0.63033
H 1.15891 -1.32508 1.18957
H 0.06656 2.20986 -0.18720
H 0.49108 1.48383 1.38203
H 2.36199 -1.32530 -0.16681
H -1.16867 2.06372 1.08119
H 0.36608 -1.74360 -1.47629
H -1.53775 0.59431 -1.61406
H -1.03802 -0.44449 0.92056
```

The value obtained for the strongest force on any atom is 0.6 eV/Å. As for the HOMO energy: -9.10 eV.

(7)
Below is a molecular structure, C4H8O2, with properties calculated with wB97M-V/def2-TZVPD.

```
14
C4H8O2 wB97M-V/def2-TZVPD
O 0.32032 -0.86123 2.07967
O 0.74891 1.02551 -0.93682
C -0.51176 0.43577 -1.22141
C 0.07658 0.04145 1.14320
C -0.70852 -0.81273 -0.37117
C 1.21903 0.61879 0.32723
H -1.76322 -1.08168 -0.26685
H -0.29534 -1.16939 0.90255
H -0.53628 0.20350 -2.29063
H -1.31908 1.15282 -1.01580
H -0.12298 -1.65433 -0.76471
H -0.74149 0.76708 1.31159
H 2.00088 -0.14686 0.24042
H 1.63297 1.48129 0.86272
```

The value obtained for the strongest force on any atom is 0.4 eV/Å. As for the HOMO energy: -9.34 eV.

(8)
Below is 2 unconnected molecules or ions with the total composition C4H8O2 at a distorted geometry, with properties calculated with wB97M-V/def2-TZVPD.

```
14
C4H8O2 wB97M-V/def2-TZVPD
O 0.95973 -0.21679 0.84864
O 1.92273 -2.56601 -0.96334
C 2.63584 -1.74427 -0.63778
C -0.42985 1.64925 0.17818
C -1.18564 -0.76758 0.05094
C -0.02657 0.20432 -0.08931
H 1.75799 0.30742 0.70185
H -1.20845 1.98214 -0.51703
H -0.85840 -1.78461 -0.18739
H -0.80838 1.74323 1.20148
H 0.37586 0.12555 -1.11392
H -2.00630 -0.49627 -0.62108
H -1.55851 -0.75793 1.08097
H 0.42995 2.32157 0.06780
```

The value obtained for the strongest force on any atom is 1.3 eV/Å. As for the HOMO energy: -10.37 eV.

(9)
Below is a single C4H8O2 molecule at a distorted geometry, with properties calculated with wB97M-V/def2-TZVPD.

```
14
C4H8O2 wB97M-V/def2-TZVPD
O -0.09838 2.28401 -0.99205
O 1.62283 0.81940 -1.56213
C 0.75979 1.18607 -0.79418
C -0.82755 -0.42126 0.52198
C -0.41372 -1.92857 0.22392
C 0.40138 0.60692 0.49634
H 1.26259 0.08493 0.96443
H -0.43232 -2.03829 -0.83977
H 0.32983 1.58747 1.06963
H -0.79688 -2.84244 0.72759
H -1.45907 -0.35620 1.43941
H 0.49488 2.95046 -1.43110
H 0.59302 -2.01410 0.44169
H -1.43641 0.08160 -0.26576
```

The value obtained for the strongest force on any atom is 3.3 eV/Å. As for the HOMO energy: -10.52 eV. The SMILES is CCCC(=O)O.

(10)
Below is a single C4H8O2 molecule, with properties calculated with wB97M-V/def2-TZVPD.

```
14
C4H8O2 wB97M-V/def2-TZVPD
O -1.03333 -2.18077 0.27923
O -0.19602 -0.43599 1.46958
C -0.79768 0.53590 0.58933
C 0.25450 1.17299 -0.30287
C -0.40631 -1.72710 1.20221
C 0.90976 0.19426 -1.29491
H 0.08976 -2.33476 1.97305
H 1.01265 1.64050 0.33585
H 1.96738 0.03523 -1.06488
H 0.41744 -0.78320 -1.27960
H -1.57727 0.04311 0.00283
H 0.85247 0.56910 -2.32114
H -1.25298 1.27874 1.25028
H -0.24038 1.99198 -0.83896
```

The value obtained for the strongest force on any atom is 0.5 eV/Å. As for the HOMO energy: -10.74 eV. The SMILES is CCCOC=O.

(11)
Below is a molecular structure, C4H8O2 at a distorted geometry, with properties calculated with wB97M-V/def2-TZVPD.

```
14
C4H8O2 wB97M-V/def2-TZVPD
O -1.45920 -0.50394 1.05551
O 0.34781 -1.41348 -0.04216
C -0.58100 -1.66110 0.94657
C 1.13792 1.15642 -1.07451
C -0.97641 0.41951 0.14365
C 0.49645 0.45880 0.10640
H 1.97720 0.56189 -1.43111
H -0.13759 -1.79744 1.94820
H -1.56948 1.33197 0.16222
H 1.07616 0.48665 1.01904
H -1.24978 -2.51946 0.73861
H 1.55560 2.14602 -0.82845
H -1.04904 -0.02942 -0.85218
H 0.46487 1.30981 -1.92610
```

The value obtained for the strongest force on any atom is 2.4 eV/Å. As for the HOMO energy: -9.17 eV.

(12)
Below is a single C4H8O2 molecule at a distorted geometry, with properties calculated with wB97M-V/def2-TZVPD.

```
14
C4H8O2 wB97M-V/def2-TZVPD
O 0.27626 1.41008 1.16862
O 1.51430 -0.35348 0.33199
C 0.32163 0.64229 0.04597
C -1.09294 -1.16519 0.39512
C -1.04032 0.14234 -0.39067
C 1.49189 0.49623 -0.78566
H -1.64132 -1.95552 -0.10174
H -1.09421 0.01272 -1.48097
H 1.11447 1.13233 1.57534
H -0.05379 -1.48095 0.50675
H -1.85844 0.83653 -0.12551
H -1.47001 -0.95446 1.39702
H 1.31287 -0.05510 -1.70836
H 2.21962 1.29217 -0.82789
```

The value obtained for the strongest force on any atom is 1.2 eV/Å. As for the HOMO energy: -9.80 eV. The SMILES is CC[C@]1(O)CO1.

(13)
Below is a single C4H8O2 molecule, with properties calculated with wB97M-V/def2-TZVPD.

```
14
C4H8O2 wB97M-V/def2-TZVPD
O -1.80925 1.74077 0.14858
O 2.08744 0.89959 -0.30501
C -1.03229 -1.16964 0.05885
C -0.55443 1.29055 -0.13496
C 1.32195 -0.28765 -0.34688
C -0.13592 0.02419 -0.13413
H -0.78362 -1.74230 0.96218
H 1.64126 -0.99165 0.44253
H -2.09294 -0.89907 0.11727
H -2.29917 1.03177 0.58460
H -0.93944 -1.85604 -0.79352
H 1.45930 -0.81212 -1.30934
H 3.01435 0.66020 -0.41259
H 0.11331 2.10777 -0.38214
```

The value obtained for the strongest force on any atom is 0.4 eV/Å. As for the HOMO energy: -8.40 eV. The SMILES is C/C(=C\O)CO.

(14)
Below is a single C4H8O2 molecule, with properties calculated with wB97M-V/def2-TZVPD.

```
14
C4H8O2 wB97M-V/def2-TZVPD
O -0.59056 -1.08161 2.18132
O -0.22986 0.45606 -0.93685
C 1.54217 0.76640 0.60646
C -0.60509 -0.21968 1.33818
C -1.16027 -0.39623 -1.56702
C 0.38468 -0.13049 0.18638
H -0.68175 -1.31794 -1.93159
H -1.33809 0.61886 1.36327
H -1.99132 -0.67628 -0.90062
H -1.56684 0.15240 -2.41834
H 0.74947 -1.14618 -0.03817
H 1.17842 1.76417 0.87293
H 2.06370 0.33945 1.46737
H 2.24534 0.87107 -0.22333
```

The value obtained for the strongest force on any atom is 0.5 eV/Å. As for the HOMO energy: -9.69 eV. The SMILES is CO[C@@H](C)C=O.

(15)
Below is a single C4H8O2 molecule, with properties calculated with wB97M-V/def2-TZVPD.

```
14
C4H8O2 wB97M-V/def2-TZVPD
O 0.19587 1.15376 0.69889
O -1.06870 0.76216 -1.20588
C 0.04964 1.48318 -0.61805
C -0.88887 -0.33041 -1.88830
C 0.67798 -0.16749 0.95752
C -0.42399 -1.22990 0.94470
H 1.14143 -0.09685 1.94980
H -1.14500 -1.01779 1.73745
H 0.03032 -2.21038 1.11826
H 0.22901 -0.40814 -2.05966
H -1.00007 -1.29689 0.02018
H -0.21861 2.53670 -0.67832
H 0.93964 1.23806 -1.22309
H 1.48136 -0.41600 0.24649
```

The value obtained for the strongest force on any atom is 0.7 eV/Å. As for the HOMO energy: -8.72 eV.

(16)
Below is a single C4H8O2 molecule, with properties calculated with wB97M-V/def2-TZVPD.

```
14
C4H8O2 wB97M-V/def2-TZVPD
O -0.58415 0.58429 -0.02456
O 0.61855 -0.97478 1.05630
C -0.57942 -1.46582 1.62825
C 0.62384 -0.00259 0.12515
C -0.79199 1.32609 -1.22518
C 1.76778 0.27786 -0.51716
H 0.08780 1.31329 -1.86362
H -1.03187 -0.74999 2.32164
H -1.05082 2.35955 -0.98388
H 2.63521 -0.34759 -0.35254
H 1.89854 1.13207 -1.16517
H -1.62648 0.88463 -1.77587
H -1.32884 -1.75954 0.88710
H -0.26395 -2.34767 2.18584
```

The value obtained for the strongest force on any atom is 0.4 eV/Å. As for the HOMO energy: -8.22 eV. The SMILES is C=C(OC)OC.

(17)
Below is 2 unconnected molecules or ions with the total composition C4H8O2, with properties calculated with wB97M-V/def2-TZVPD.

```
14
C4H8O2 wB97M-V/def2-TZVPD
O -1.77338 -1.12883 0.07385
O 2.34285 -0.94825 -0.25417
C -0.76081 1.11371 0.20911
C 0.55912 0.44936 0.50386
C 1.38458 -0.06594 -0.51982
C -1.18017 -0.17702 0.75945
H -0.98975 1.16508 -0.84902
H -1.23986 -0.29673 1.84324
H -1.00547 2.00866 0.77498
H 2.16110 -1.40105 0.58454
H -0.50218 -0.69421 -2.10883
H 1.06579 0.69995 1.44366
H -1.56410 -1.06039 -0.94452
H 1.50228 0.33567 -1.51632
```

The value obtained for the strongest force on any atom is 0.9 eV/Å. As for the HOMO energy (spin up / spin down): -7.24 / -7.23 eV.